Record 1
{
  "formula": "C40H37ClGeI2MnN4O5P",
  "method": "ωB97M-V with the def2-TZVPD basis set",
  "elements": ["Mn", "I", "C", "C", "C", "I", "C", "C", "C", "C", "N", "C", "C", "O", "H", "H", "H", "H", "C", "P", "C", "C", "H", "H", "H", "H", "H", "H", "H", "H", "H", "C", "Ge", "C", "C", "C", "C", "C", "C", "C", "C", "C", "C", "C", "C", "C", "C", "C", "C", "H", "H", "H", "H", "H", "H", "H", "H", "H", "H", "H", "H", "H", "H", "H", "O", "Cl", "O", "O", "O", "C", "C", "N", "C", "C", "C", "C", "C", "C", "C", "C", "N", "C", "N", "H", "H", "H", "H", "H", "H", "H", "H", "H"],
  "coordinates": [[-0.089, -0.801, -0.383], [4.860, 0.325, 0.628], [3.271, 0.105, 1.951], [3.569, 0.064, 3.332], [2.603, -0.201, 4.257], [3.119, -0.169, 6.275], [1.284, -0.516, 3.836], [0.225, -0.874, 4.698], [-0.994, -1.201, 4.179], [-1.177, -1.162, 2.788], [-0.224, -0.804, 1.956], [0.998, -0.478, 2.457], [1.986, -0.085, 1.494], [1.612, 0.038, 0.219], [4.586, 0.251, 3.647], [0.397, -0.900, 5.766], [-1.818, -1.492, 4.815], [-2.129, -1.435, 2.355], [-0.287, -1.641, -4.208], [0.636, -0.723, -2.937], [0.679, 0.954, -3.654], [2.351, -1.302, -3.163], [0.180, -1.506, -5.185], [-1.314, -1.276, -4.250], [-0.307, -2.704, -3.965], [1.114, 0.933, -4.655], [1.263, 1.629, -3.030], [-0.337, 1.347, -3.728], [2.734, -0.997, -4.138], [2.383, -2.391, -3.099], [2.989, -0.887, -2.381], [-1.628, 2.248, -0.711], [0.054, 2.263, 0.242], [0.161, 2.408, 2.131], [1.356, 2.880, 2.684], [1.438, 3.110, 4.047], [0.325, 2.892, 4.851], [-0.869, 2.437, 4.303], [-0.953, 2.182, 2.944], [1.422, 3.282, -0.673], [2.541, 2.742, -1.241], [3.453, 3.545, -1.961], [3.208, 4.876, -2.123], [2.070, 5.481, -1.534], [1.828, 6.871, -1.662], [0.761, 7.458, -1.047], [-0.110, 6.679, -0.256], [0.095, 5.336, -0.123], [1.175, 4.689, -0.777], [-1.612, 3.215, -1.221], [-2.460, 2.168, -0.018], [-1.714, 1.460, -1.456], [2.216, 3.066, 2.050], [2.364, 3.462, 4.482], [0.388, 3.083, 5.915], [-1.731, 2.274, 4.937], [-1.872, 1.792, 2.521], [2.719, 1.682, -1.170], [4.336, 3.089, -2.389], [3.887, 5.498, -2.694], [2.516, 7.463, -2.254], [0.586, 8.520, -1.150], [-0.935, 7.154, 0.259], [-0.571, 4.773, 0.528], [-3.213, 0.162, 0.907], [-3.398, -0.805, -0.141], [-4.344, -0.367, -1.098], [-3.716, -2.085, 0.406], [-2.081, -0.940, -0.859], [1.719, -4.784, -0.352], [1.456, -3.432, -0.322], [0.219, -2.948, -0.125], [-0.789, -3.802, 0.035], [-0.625, -5.183, -0.009], [0.662, -5.670, -0.185], [-1.767, -6.093, 0.200], [-2.988, -6.030, -0.331], [-3.507, -5.123, -1.373], [-4.880, -5.005, -1.548], [-5.323, -4.154, -2.545], [-4.485, -3.482, -3.329], [-3.194, -3.677, -3.088], [-2.655, -4.457, -2.161], [2.730, -5.137, -0.497], [2.249, -2.698, -0.427], [-1.767, -3.371, 0.198], [0.837, -6.739, -0.207], [-1.577, -6.905, 0.894], [-3.711, -6.756, 0.023], [-5.574, -5.550, -0.924], [-6.382, -4.009, -2.726], [-2.501, -3.136, -3.727]],
  "mulliken_charge": [1.522, 0.034, -0.240, -0.102, -0.286, 0.115, 1.328, -1.073, -1.322, -0.591, 0.878, -0.868, -0.914, 0.473, 0.422, 0.266, 0.506, 0.451, -1.555, 1.403, -1.424, -1.325, 0.520, 0.445, 0.412, 0.594, 0.220, 0.301, 0.508, 0.347, 0.175, -0.990, 0.389, 0.955, -0.394, -0.809, -0.632, -0.738, 0.145, 0.779, -0.129, -1.285, -0.867, 0.965, -0.909, -0.656, -1.250, -0.540, 0.200, 0.660, 0.452, 0.225, 0.429, 0.479, 0.466, 0.482, 0.303, 0.648, 0.469, 0.418, 0.424, 0.409, 0.453, 0.392, -0.648, 1.792, -0.704, -0.618, -0.654, -1.333, -0.625, 0.294, -0.502, 0.438, -0.410, -1.087, -0.750, 1.146, -0.690, -0.198, -0.570, 0.002, -0.275, 0.484, 0.739, 0.652, 0.533, 0.429, 0.368, 0.401, 0.438, 0.188],
  "fmax_ev_per_a": 1.18,
  "homo_energy_ha": [-0.384, -0.389],
  "e_above_lowest_ev": 0.000,
  "multiplicity": 6,
  "gap_ha": [0.245, 0.239],
  "charge": 1
}

***

Record 2
{
  "formula": "C23H21BrIrN3O4SbSe4",
  "method": "ωB97M-V with the def2-TZVPD basis set",
  "elements": ["Ir", "O", "C", "C", "C", "C", "C", "C", "C", "O", "N", "N", "C", "C", "C", "C", "C", "C", "N", "H", "H", "H", "H", "H", "H", "H", "H", "H", "H", "Se", "Sb", "Se", "Se", "Se", "C", "C", "C", "C", "C", "C", "C", "C", "C", "C", "O", "O", "H", "H", "H", "H", "H", "H", "H", "H", "H", "H", "H", "Br"],
  "coordinates": [[0.727, 2.143, -0.509], [-3.651, 2.362, 2.607], [-2.685, 2.284, 3.548], [-3.073, 2.304, 4.880], [-2.131, 2.228, 5.891], [-0.783, 2.128, 5.578], [-0.382, 2.103, 4.260], [-1.316, 2.180, 3.221], [-0.856, 2.164, 1.844], [0.417, 2.127, 1.585], [-1.749, 2.206, 0.863], [-1.208, 2.217, -0.348], [-1.876, 2.209, -1.486], [-1.130, 2.228, -2.669], [-1.729, 2.297, -3.948], [-0.952, 2.378, -5.067], [0.448, 2.341, -4.930], [0.981, 2.221, -3.665], [0.250, 2.182, -2.560], [-3.193, 2.355, 1.727], [-4.126, 2.387, 5.107], [-2.452, 2.251, 6.923], [-0.042, 2.081, 6.365], [0.665, 2.007, 4.008], [-2.961, 2.203, -1.478], [-2.808, 2.293, -4.003], [-1.402, 2.446, -6.050], [1.091, 2.399, -5.794], [2.057, 2.176, -3.529], [6.463, 3.754, -1.334], [5.613, 2.209, 0.384], [2.933, 1.704, -0.064], [3.107, 1.972, 2.099], [6.754, 0.093, -0.024], [-0.545, -6.531, -0.927], [-0.115, -5.103, -0.738], [1.122, -4.665, -1.187], [1.519, -3.343, -1.033], [2.856, -2.873, -1.514], [0.643, -2.451, -0.418], [-0.600, -2.867, 0.052], [-1.517, -1.893, 0.729], [-0.961, -4.196, -0.115], [1.021, -0.985, -0.325], [2.017, -0.675, 0.337], [0.274, -0.207, -0.959], [0.294, -7.153, -1.230], [-1.314, -6.598, -1.699], [-0.965, -6.930, -0.003], [1.798, -5.363, -1.664], [3.435, -3.687, -1.944], [3.416, -2.441, -0.686], [2.737, -2.088, -2.261], [-1.016, -1.431, 1.580], [-2.424, -2.382, 1.078], [-1.786, -1.092, 0.041], [-1.926, -4.530, 0.244], [1.037, 4.854, -0.791]],
  "mulliken_charge": [2.053, -0.698, 0.241, -0.636, -0.277, -0.803, -0.360, 0.144, 0.836, -0.657, -1.529, 0.712, -0.811, 1.174, -1.102, -0.141, -0.846, -0.169, -0.231, 0.657, 0.410, 0.355, 0.417, 0.390, 0.322, 0.389, 0.402, 0.387, 0.576, -0.810, 0.266, -0.142, -0.383, -0.777, -1.452, 0.818, -0.958, 0.804, -1.519, 0.622, 0.855, -1.376, -1.018, 0.284, -0.595, -0.746, 0.355, 0.277, 0.340, 0.267, 0.374, 0.348, 0.252, 0.312, 0.368, 0.171, 0.315, -0.459],
  "fmax_ev_per_a": 3.14,
  "homo_energy_ha": [-0.013, -0.009],
  "e_above_lowest_ev": 3.772,
  "multiplicity": 2,
  "gap_ha": [0.111, 0.108],
  "charge": -2
}

***

Record 3
{
  "formula": "C23H24ClF5IrO7",
  "method": "ωB97M-V with the def2-TZVPD basis set",
  "elements": ["Ir", "C", "C", "O", "C", "C", "O", "C", "C", "O", "C", "C", "O", "H", "H", "H", "H", "H", "H", "H", "H", "H", "H", "H", "H", "H", "H", "H", "H", "C", "C", "C", "C", "Cl", "C", "C", "C", "O", "C", "C", "O", "O", "H", "H", "H", "H", "H", "H", "H", "H", "F", "C", "C", "C", "F", "C", "F", "C", "F", "C", "F"],
  "coordinates": [[-0.613, 0.800, -0.405], [0.375, 3.750, -0.076], [-0.187, 3.558, -1.477], [-1.287, 2.631, -1.507], [-2.596, 3.167, -1.180], [-3.407, 2.072, -0.558], [-2.689, 1.680, 0.601], [-3.323, 0.655, 1.373], [-2.295, 0.109, 2.396], [-0.973, 0.582, 2.143], [-0.624, 1.786, 2.809], [0.454, 2.459, 1.996], [-0.076, 2.621, 0.663], [-0.001, 4.651, 0.413], [1.465, 3.798, -0.112], [0.568, 3.098, -2.109], [-0.487, 4.504, -1.926], [-3.072, 3.497, -2.104], [-2.491, 4.015, -0.502], [-3.483, 1.228, -1.254], [-4.412, 2.418, -0.306], [-3.645, -0.145, 0.705], [-4.200, 1.065, 1.876], [-2.250, -0.976, 2.311], [-2.582, 0.357, 3.417], [-0.245, 1.570, 3.812], [-1.495, 2.441, 2.890], [1.379, 1.884, 1.945], [0.655, 3.438, 2.435], [2.043, -3.645, -0.981], [1.773, -3.509, 0.497], [2.824, -3.232, 1.366], [2.624, -3.162, 2.732], [3.952, -2.730, 3.773], [1.389, -3.450, 3.278], [0.334, -3.728, 2.422], [0.512, -3.685, 1.054], [-0.643, -3.896, 0.298], [-0.940, -3.084, -0.810], [-0.833, -1.609, -0.547], [-1.722, -0.785, -0.949], [0.127, -1.062, 0.050], [3.108, -3.796, -1.152], [1.748, -2.749, -1.537], [1.511, -4.500, -1.402], [3.819, -3.080, 0.965], [1.251, -3.448, 4.350], [-0.651, -3.965, 2.808], [-1.973, -3.296, -1.072], [-0.308, -3.305, -1.675], [2.404, 1.300, -0.271], [2.078, 0.818, -1.489], [0.742, 0.655, -1.819], [0.468, 0.159, -3.084], [-0.799, -0.030, -3.477], [1.474, -0.159, -3.981], [1.180, -0.629, -5.186], [2.797, 0.012, -3.613], [3.767, -0.295, -4.461], [3.105, 0.504, -2.357], [4.372, 0.667, -1.998]],
  "mulliken_charge": [1.664, -0.487, -0.869, -0.308, -0.502, -0.703, -0.231, -0.635, -0.755, -0.200, -0.635, -0.832, -0.383, 0.564, 0.414, 0.217, 0.578, 0.412, 0.362, 0.260, 0.507, 0.349, 0.500, 0.256, 0.471, 0.455, 0.353, 0.279, 0.601, -1.417, 1.261, -0.807, 0.005, -0.220, -0.599, -0.458, 0.314, -0.532, -1.004, 0.788, -0.776, -0.817, 0.505, 0.038, 0.340, 0.443, 0.455, 0.521, 0.462, 0.221, -0.388, 0.581, 0.299, 0.327, -0.366, 0.248, -0.317, 0.587, -0.311, 0.219, -0.307],
  "fmax_ev_per_a": 2.17,
  "homo_energy_ha": -0.398,
  "e_above_lowest_ev": 0.699,
  "gap_ha": 0.287,
  "charge": 1
}

***

Record 4
{
  "formula": "C11H7GaN2O6",
  "method": "ωB97M-V with the def2-TZVPD basis set",
  "elements": ["O", "C", "Ga", "O", "C", "C", "O", "C", "O", "C", "O", "H", "N", "C", "O", "C", "C", "C", "C", "N", "C", "H", "H", "H", "H", "H", "H"],
  "coordinates": [[-2.024, -2.663, 0.026], [-1.345, -1.741, -0.032], [-0.071, 0.036, -0.061], [2.049, -1.456, 1.950], [1.387, -1.045, 1.108], [1.235, 1.745, -0.152], [1.796, 2.746, -0.189], [-1.374, 1.051, -1.243], [-1.235, 2.134, -1.745], [1.007, -0.786, -2.096], [1.441, -1.046, -3.117], [-2.319, 0.411, -1.345], [-1.852, -0.863, 6.352], [-1.700, -1.146, 5.019], [-1.812, -2.283, 4.569], [-1.432, 0.026, 4.123], [-1.441, 1.371, 4.522], [-1.156, 2.367, 3.585], [-0.862, 2.001, 2.262], [-0.808, 0.710, 1.907], [-1.128, -0.275, 2.780], [-1.936, -1.657, 6.966], [-1.564, 0.020, 6.748], [-1.677, 1.631, 5.551], [-1.151, 3.415, 3.853], [-0.668, 2.757, 1.494], [-1.131, -1.299, 2.390]],
  "mulliken_charge": [-0.081, 0.159, 1.404, -0.076, 0.326, 0.222, -0.116, -0.253, -0.340, 0.268, -0.074, 0.299, -0.348, 0.459, -0.589, -0.067, -0.294, -1.040, -0.059, -0.157, 0.053, 0.270, 0.166, 0.394, 0.441, 0.454, 0.579],
  "fmax_ev_per_a": 5.66,
  "homo_energy_ha": -0.593,
  "e_above_lowest_ev": 0.000,
  "gap_ha": 0.264,
  "charge": 2
}